Entry 1:
67
Properties=species:S:1:pos:R:3 method="wB97M-V/def2-TZVPD" e_above_lowest_kcal_mol=16.5 e_homo_ev=-8.4 e_tot_ha=-7295.178500 gap_ha=0.2962
Sc 0.06 0.43 -0.22
O -0.99 0.85 -4.52
C 0.15 0.35 -5.06
C 0.24 0.34 -6.45
C 1.37 -0.16 -7.07
C 2.43 -0.66 -6.32
C 2.33 -0.64 -4.94
C 1.20 -0.15 -4.29
C 1.17 -0.23 -2.78
O 0.19 0.54 -2.18
N 0.95 -1.65 -2.36
N 0.02 -1.81 -1.40
C -0.52 -2.95 -1.21
C -1.67 -3.11 -0.30
Br -2.72 -1.56 -0.04
C -2.09 -4.25 0.22
C -1.36 -5.54 0.17
C -2.07 -6.72 -0.02
C -1.41 -7.94 -0.07
C -0.03 -7.99 0.09
C 0.68 -6.82 0.31
C 0.02 -5.60 0.36
H -0.85 0.87 -3.55
H -0.59 0.74 -7.02
H 1.42 -0.17 -8.15
H 3.32 -1.05 -6.81
H 3.17 -1.00 -4.34
H 2.15 0.07 -2.40
H 0.98 -2.35 -3.09
H -0.20 -3.82 -1.77
H -3.06 -4.26 0.72
H -3.15 -6.69 -0.14
H -1.97 -8.85 -0.24
H 0.49 -8.94 0.06
H 1.75 -6.85 0.47
H 0.57 -4.69 0.58
B 3.00 2.45 -0.01
N 3.20 0.89 -0.05
C 4.35 0.22 -0.02
C 4.08 -1.13 0.23
C 2.70 -1.18 0.35
N 2.17 0.04 0.17
N 1.74 2.82 -0.87
C 1.72 3.61 -1.95
C 0.40 3.94 -2.24
C -0.33 3.31 -1.25
N 0.48 2.63 -0.42
H 2.80 2.79 1.13
H 3.97 2.96 -0.52
H 5.28 0.75 -0.14
H 4.79 -1.93 0.32
H 2.05 -2.01 0.55
H 2.64 3.90 -2.42
H 0.04 4.56 -3.04
H -1.40 3.30 -1.10
Cl -0.93 2.54 6.51
C -0.71 1.66 5.05
C -1.38 2.04 3.90
Cl -2.45 3.39 3.90
C -1.18 1.31 2.73
Cl -2.02 1.76 1.26
C -0.34 0.20 2.66
O -0.20 -0.45 1.53
C 0.32 -0.17 3.84
Cl 1.36 -1.55 3.77
C 0.14 0.55 5.01
Cl 0.97 0.06 6.44

***

Entry 2:
43
Properties=species:S:1:pos:R:3 method="wB97M-V/def2-TZVPD" e_homo_ev="-7.2 / -7.2" e_tot_ha=-2785.333269 gap_ha="0.2729 / 0.2737"
Ni 0.60 1.03 0.20
C 0.02 1.43 2.86
N -0.74 1.44 1.59
C -1.44 2.74 1.44
C -1.69 0.31 1.60
C -2.77 0.26 2.46
C -3.58 -0.87 2.50
C -3.27 -1.95 1.70
C -2.19 -1.91 0.83
C -1.39 -0.77 0.73
N -0.31 -0.56 -0.09
C 0.07 -1.23 -1.22
C -0.66 -2.17 -1.95
C -0.14 -2.70 -3.13
C 1.10 -2.32 -3.60
C 1.84 -1.37 -2.90
C 1.33 -0.84 -1.73
N 2.04 0.16 -0.91
C 3.00 0.96 -1.69
C 2.80 -0.56 0.16
H -0.65 1.56 3.71
H 0.53 0.47 2.97
H 0.75 2.23 2.84
H -2.06 2.94 2.32
H -0.70 3.52 1.33
H -2.07 2.70 0.56
H -2.98 1.10 3.11
H -4.43 -0.90 3.17
H -3.87 -2.85 1.74
H -1.96 -2.79 0.23
H -1.66 -2.45 -1.65
H -0.74 -3.41 -3.68
H 1.49 -2.74 -4.52
H 2.79 -1.06 -3.28
H 3.80 0.32 -2.08
H 2.48 1.45 -2.52
H 3.44 1.71 -1.05
H 3.58 -1.17 -0.29
H 3.25 0.18 0.83
H 2.12 -1.20 0.72
S 1.57 3.14 0.17
C 0.67 3.14 -1.25
N 0.05 3.03 -2.22

***

Entry 3:
21
Properties=species:S:1:pos:R:3 method="wB97M-V/def2-TZVPD" e_above_lowest_kcal_mol=83.7 e_homo_ev="-6.9 / -7.8" e_tot_ha=-863.742747 gap_ha="0.2035 / 0.2501"
C 0.56 -1.42 -0.51
C -0.62 0.83 0.41
C -1.44 -0.21 0.11
C 1.50 -0.31 -0.24
C -0.82 -1.47 -0.37
C 2.81 -0.86 -0.32
C 0.78 0.93 0.27
C -2.93 0.04 0.22
C 1.60 2.14 0.50
N -1.46 -2.55 -0.89
Cl 4.19 0.00 0.13
H 0.91 -2.24 -1.27
H -1.05 1.66 0.99
H 2.81 -1.83 -0.80
H -3.38 -0.01 -0.70
H -2.99 1.03 0.67
H -3.27 -0.76 0.80
H 2.59 1.94 0.88
H 1.05 2.83 1.14
H 1.60 2.80 -0.40
H -2.44 -2.53 -0.62

***

Entry 4:
58
Properties=species:S:1:pos:R:3 method="wB97M-V/def2-TZVPD" e_above_lowest_kcal_mol=3.0 e_homo_ev=-1.3 e_tot_ha=-12284.820448 charge=-2 gap_ha=0.2014
Ir -0.02 -1.01 0.63
C -5.54 -3.88 1.22
C -4.31 -3.03 1.46
C -4.35 -1.72 0.71
O -3.19 -3.89 1.07
P -1.68 -3.48 0.78
S -1.33 -2.33 -0.83
S -0.81 -2.51 2.30
O -1.10 -4.94 0.47
C -1.29 -6.13 1.26
C -1.34 -5.87 2.76
C -2.50 -6.89 0.75
H -6.42 -3.33 1.55
H -5.49 -4.81 1.79
H -5.64 -4.11 0.16
H -4.19 -2.81 2.52
H -4.53 -1.88 -0.36
H -3.43 -1.14 0.84
H -5.15 -1.11 1.14
H -0.39 -6.71 1.04
H -2.22 -5.29 3.03
H -0.46 -5.33 3.10
H -1.39 -6.84 3.27
H -3.41 -6.36 1.00
H -2.53 -7.89 1.21
H -2.44 -7.01 -0.33
Se -4.17 -0.64 4.23
Sb -2.08 0.59 3.95
Se -1.50 0.77 1.40
Se -0.20 -0.42 5.15
Se -2.26 3.01 4.17
C -0.10 2.33 -2.40
Si 1.22 1.42 -1.41
C 1.71 2.56 0.01
C 2.74 1.24 -2.52
O 0.71 -0.05 -1.00
H 0.26 3.29 -2.79
H -0.97 2.51 -1.77
H -0.42 1.72 -3.25
H 1.90 3.57 -0.37
H 2.62 2.21 0.51
H 0.91 2.62 0.75
H 3.05 2.21 -2.92
H 2.52 0.58 -3.36
H 3.57 0.82 -1.96
N 1.24 -0.08 1.83
C 1.90 0.39 2.63
C 2.76 1.11 3.53
C 4.12 0.85 3.57
C 4.92 1.58 4.43
C 4.36 2.56 5.24
C 2.99 2.82 5.19
C 2.18 2.09 4.34
H 4.54 0.08 2.93
H 5.99 1.38 4.48
H 4.99 3.13 5.91
H 2.56 3.58 5.82
H 1.10 2.25 4.30